# 1
Formula: C39H51Cl2F4N7O2PSn
Source: the OMol25 dataset
Level of theory: ωB97M-V/def2-TZVPD

Summary:
- E_HOMO: -9.70 eV
- Energy relative to the best compared isomer or geometry (same formula, charge and spin): 0.000 eV
- Orbital gap: 7.51 eV

```
! wB97M-V def2-TZVPD RIJCOSX def2/J DEFGRID3
* xyz 1 1
Sn -0.230 -0.898 0.864
C 2.901 -1.794 -0.306
N 2.272 -0.477 -0.267
C 2.627 0.295 -1.453
C 2.622 0.204 0.979
C 1.816 1.471 1.196
N 0.370 1.218 1.295
C -0.459 2.210 0.904
C -0.871 2.475 -1.361
F -0.142 1.744 -2.224
C -2.207 2.514 -1.461
F -2.775 2.027 -2.576
C -3.078 3.061 -0.480
C -2.796 3.035 0.844
F -3.734 3.486 1.692
C -1.660 2.475 1.485
F -1.875 2.040 2.740
H 3.995 -1.721 -0.248
H 2.636 -2.305 -1.231
H 2.552 -2.399 0.532
H 3.710 0.485 -1.500
H 2.097 1.243 -1.463
H 2.332 -0.257 -2.345
H 3.695 0.442 1.008
H 2.431 -0.487 1.808
H 2.041 2.180 0.398
H 2.173 1.916 2.129
H -4.059 3.403 -0.789
Cl -5.746 1.637 3.829
C -4.297 1.012 4.543
C -3.858 1.596 5.720
C -2.630 1.270 6.269
C -1.814 0.371 5.601
C -2.285 -0.221 4.451
Cl -1.191 -1.300 3.574
C -3.554 0.020 3.893
N -3.913 -0.615 2.727
C -5.197 -0.934 2.218
C -6.247 -1.239 3.074
C -7.489 -1.584 2.572
C -7.678 -1.659 1.199
C -6.616 -1.385 0.350
C -5.365 -1.005 0.833
C -4.299 -0.634 -0.191
C -2.867 -0.939 0.186
O -2.516 -2.098 0.428
O -2.023 0.057 0.266
H -4.489 2.342 6.186
H -2.300 1.733 7.190
H -0.826 0.123 5.966
H -3.183 -1.188 2.341
H -6.078 -1.216 4.145
H -8.301 -1.811 3.253
H -8.641 -1.938 0.790
H -6.758 -1.458 -0.723
H -4.368 0.422 -0.455
H -4.504 -1.221 -1.086
N -0.185 3.048 -0.290
P 0.370 4.616 -0.068
N 0.296 5.009 1.498
C 1.236 4.529 2.533
C 1.652 5.687 3.428
C 0.425 6.339 4.063
C -0.584 6.751 2.992
C -0.938 5.563 2.109
N 1.949 4.625 -0.499
C 2.922 5.649 -0.040
C 4.266 5.375 -0.688
C 4.194 5.595 -2.208
C 2.792 5.252 -2.742
C 2.164 4.152 -1.902
N -0.493 5.712 -0.904
C -0.096 7.135 -0.701
C -1.327 8.023 -0.562
C -2.290 7.845 -1.737
C -2.613 6.367 -1.948
C -1.326 5.575 -2.117
H 2.086 4.044 2.067
H 0.714 3.770 3.129
H 2.194 6.428 2.831
H 2.335 5.318 4.196
H 0.719 7.203 4.660
H -0.047 5.623 4.745
H -0.159 7.549 2.376
H -1.496 7.140 3.449
H -1.646 5.827 1.329
H -1.392 4.776 2.717
H 3.015 5.608 1.038
H 2.592 6.659 -0.301
H 4.554 4.344 -0.462
H 5.018 6.019 -0.234
H 4.943 4.973 -2.702
H 4.437 6.631 -2.448
H 2.835 4.928 -3.783
H 2.144 6.133 -2.711
H 2.808 3.270 -1.891
H 1.218 3.836 -2.345
H 0.494 7.459 -1.565
H 0.531 7.220 0.182
H -0.995 9.061 -0.499
H -1.840 7.790 0.376
H -1.826 8.241 -2.646
H -3.199 8.420 -1.564
H -3.243 6.229 -2.830
H -3.156 5.969 -1.085
H -0.754 5.995 -2.954
H -1.511 4.533 -2.338
*
```

# 2
Formula: C3H3NiO2
Source: the OMol25 dataset
Level of theory: ωB97M-V/def2-TZVPD

Summary:
- E_HOMO (spin up / spin down): -19.36 / -20.75 eV
- Energy relative to the best compared isomer or geometry (same formula, charge and spin): 0.064 eV
- Orbital gap (spin up / spin down): 7.14 / 6.63 eV

```
! wB97M-V def2-TZVPD RIJCOSX def2/J DEFGRID3
* xyz 2 4
C -3.225 0.168 0.330
C -2.080 -0.556 0.392
H -3.222 1.250 0.470
H -2.012 -1.591 0.047
H -4.162 -0.327 0.073
O -0.418 0.431 -0.071
C -0.736 -0.044 1.028
O -0.503 0.316 2.184
Ni 0.110 -0.244 3.711
*
```

# 3
Formula: C23H55N3O2P4Sc
Source: the OMol25 dataset
Level of theory: ωB97M-V/def2-TZVPD

Summary:
- E_HOMO: -14.29 eV
- Energy relative to the best compared isomer or geometry (same formula, charge and spin): 0.000 eV
- Orbital gap: 3.72 eV

```
! wB97M-V def2-TZVPD RIJCOSX def2/J DEFGRID3
* xyz 3 1
Sc 0.291 0.328 0.172
P 0.677 -1.861 -1.334
P 2.853 0.179 0.757
P -2.050 0.657 -0.943
H 1.995 2.290 -1.065
C 0.934 2.392 -0.800
C 0.512 2.743 0.478
H 1.213 2.940 1.298
C 1.317 -1.428 -2.992
C 1.856 -3.149 -0.779
C -0.808 -2.879 -1.679
C 3.597 1.608 1.629
C 3.466 -1.191 1.807
C 4.036 0.091 -0.639
C -2.848 2.273 -0.597
C -3.442 -0.487 -0.601
C -2.027 0.719 -2.764
H 0.283 2.488 -1.681
H -0.484 3.159 0.674
H 1.531 -2.353 -3.546
H 2.240 -0.838 -2.900
H 0.582 -0.828 -3.545
H 1.837 -3.977 -1.504
H 1.547 -3.528 0.207
H 2.876 -2.745 -0.716
H -0.499 -3.809 -2.181
H -1.522 -2.335 -2.315
H -1.295 -3.138 -0.724
H 4.687 1.487 1.586
H 3.275 1.656 2.675
H 3.317 2.544 1.133
H 4.564 -1.143 1.827
H 3.147 -2.159 1.406
H 3.083 -1.096 2.830
H 5.039 0.229 -0.219
H 3.829 0.897 -1.352
H 3.975 -0.870 -1.157
H -3.687 2.435 -1.287
H -2.123 3.085 -0.728
H -3.222 2.301 0.435
H -4.309 -0.243 -1.234
H -3.748 -0.407 0.452
H -3.144 -1.525 -0.797
H -2.999 1.053 -3.143
H -1.790 -0.252 -3.208
H -1.261 1.427 -3.095
C -0.533 0.546 -6.266
C 0.096 0.463 -7.527
C 0.168 1.636 -8.294
C -0.397 2.830 -7.825
C -1.162 2.832 -6.650
C -1.345 1.644 -5.946
O -0.321 -0.333 -5.232
H 0.277 -1.059 -5.497
H 0.512 -0.482 -7.881
H 0.677 1.629 -9.261
H -0.267 3.759 -8.379
H -1.624 3.745 -6.269
H -2.039 1.561 -5.108
C -3.207 0.212 3.043
N -2.105 0.114 4.000
C -2.568 -0.346 5.316
P -0.570 -0.266 3.534
O -0.420 0.188 2.093
N 0.374 0.533 4.597
C 1.779 0.172 4.793
C 0.056 1.917 4.996
N -0.182 -1.862 3.578
C -0.608 -2.691 2.437
C 0.083 -2.637 4.800
H -4.063 0.619 3.602
H -3.493 -0.775 2.635
H -2.974 0.899 2.217
H -2.767 -1.429 5.329
H -1.851 -0.102 6.106
H -3.509 0.173 5.536
H 2.406 0.477 3.937
H 2.140 0.698 5.691
H 1.888 -0.908 4.949
H 0.458 2.662 4.284
H -1.031 2.047 5.075
H 0.522 2.097 5.979
H 0.263 -2.966 1.816
H -1.071 -3.611 2.828
H -1.344 -2.160 1.809
H 1.126 -2.974 4.814
H -0.123 -2.063 5.703
H -0.553 -3.527 4.798
*
```